Record 1
{"formula": "C42H92N5O3", "method": "ωB97M-V/def2-TZVPD", "elements": ["C", "C", "C", "C", "N", "C", "C", "C", "C", "C", "H", "H", "H", "H", "H", "H", "H", "H", "H", "H", "H", "H", "H", "H", "H", "H", "H", "H", "H", "H", "C", "C", "C", "C", "N", "C", "C", "C", "C", "C", "C", "C", "H", "H", "H", "H", "H", "H", "H", "H", "H", "H", "H", "H", "H", "H", "H", "H", "H", "H", "H", "H", "H", "H", "H", "H", "C", "C", "C", "C", "N", "C", "C", "C", "C", "C", "C", "C", "H", "H", "H", "H", "H", "H", "H", "H", "H", "H", "H", "H", "H", "H", "H", "H", "H", "H", "H", "H", "H", "H", "H", "H", "C", "C", "C", "C", "N", "C", "C", "C", "C", "C", "C", "C", "H", "H", "H", "H", "H", "H", "H", "H", "H", "H", "H", "H", "H", "H", "H", "H", "H", "H", "H", "H", "H", "H", "H", "H", "N", "O", "O", "O"], "xyz": [[1.53502, -0.31452, 2.97601], [1.99495, -0.68943, 4.40630], [2.95630, 0.33446, 4.98777], [2.32285, 1.69726, 5.09184], [3.09622, 2.52195, 6.15203], [4.63809, 2.70610, 6.06842], [4.99270, 4.03673, 6.77689], [3.69519, 4.75424, 6.96009], [2.68938, 4.03873, 6.05413], [2.73379, 2.02623, 7.59205], [2.26901, -0.45617, 2.18272], [1.10273, 0.68215, 3.06466], [0.69339, -0.92517, 2.64909], [2.41928, -1.68874, 4.50330], [1.05733, -0.75117, 4.95871], [3.88481, 0.49341, 4.43940], [3.16258, 0.03988, 6.01674], [1.29032, 1.76036, 5.43534], [2.33009, 2.22092, 4.13590], [4.99575, 1.78215, 6.52285], [4.93980, 2.63091, 5.02371], [5.49775, 3.84703, 7.72401], [5.74157, 4.55298, 6.17624], [3.30777, 4.87562, 7.97166], [3.63055, 5.75526, 6.53363], [1.66732, 4.14290, 6.41832], [2.71283, 4.32574, 5.00286], [2.94151, 2.77391, 8.35751], [3.28887, 1.09788, 7.72673], [1.65986, 1.84179, 7.56456], [0.08247, -3.98126, 0.29442], [-0.57531, -4.99558, -0.58625], [-1.70125, -4.31612, -1.42398], [-2.23883, -5.35661, -2.44281], [-3.18941, -4.80693, -3.53770], [-3.75885, -5.89049, -4.47659], [-3.62529, -5.34419, -5.96478], [-2.95604, -3.96164, -5.89229], [-2.34077, -3.90749, -4.45416], [-4.33179, -3.93822, -2.95961], [-5.26281, -4.70288, -1.97004], [-6.37515, -3.80564, -1.60529], [0.75441, -3.26526, -0.17881], [0.61101, -4.56011, 1.05183], [-0.63530, -3.37630, 0.84843], [-0.91547, -5.86390, -0.02197], [0.14975, -5.38680, -1.29993], [-1.34004, -3.39473, -1.88078], [-2.49916, -4.04700, -0.73186], [-2.68864, -6.24570, -2.00089], [-1.43572, -5.81483, -3.02000], [-4.82440, -6.08046, -4.34769], [-3.14251, -6.78411, -4.37829], [-4.57536, -5.24069, -6.48896], [-2.99070, -6.07761, -6.46225], [-3.56783, -3.08918, -6.12168], [-2.10690, -4.01135, -6.57390], [-2.20205, -2.96056, -3.93245], [-1.34054, -4.32673, -4.34517], [-4.85883, -3.53102, -3.82246], [-3.81573, -3.07493, -2.53946], [-4.75790, -4.95380, -1.03719], [-5.59621, -5.61909, -2.45739], [-6.80043, -4.17487, -0.67207], [-7.16303, -3.70375, -2.35159], [-5.98191, -2.79540, -1.49183], [-0.74838, 3.83358, -5.09064], [-0.95262, 3.47940, -3.61577], [-0.33617, 2.13645, -3.08052], [-0.92702, 0.89518, -3.84093], [-0.25048, -0.42778, -3.39308], [1.34594, -0.45878, -3.43983], [1.69240, -1.98974, -3.72075], [0.41917, -2.68691, -4.06632], [-0.61105, -1.59001, -4.33824], [-0.58231, -0.79502, -1.92218], [-2.11567, -0.82704, -1.62881], [-2.45427, -0.97412, -0.14960], [0.27800, 3.74404, -5.44650], [-1.12590, 4.83974, -5.27289], [-1.29815, 3.14469, -5.73197], [-2.03492, 3.53492, -3.49885], [-0.54901, 4.22619, -2.93202], [-0.66934, 2.18249, -2.04371], [0.74661, 2.01127, -3.07478], [-0.74864, 1.00728, -4.91037], [-2.00227, 0.79494, -3.69300], [1.82617, 0.02806, -2.59103], [1.36270, 0.04904, -4.40417], [2.26947, -2.46705, -2.92876], [2.27977, -2.01800, -4.63852], [0.08806, -3.29648, -3.22555], [0.68373, -3.30274, -4.92589], [-1.66308, -1.75782, -4.10765], [-0.59189, -1.18466, -5.34988], [-0.15992, -0.02406, -1.27774], [-0.03600, -1.70725, -1.68237], [-2.51001, -1.69657, -2.15463], [-2.55975, 0.10622, -1.97511], [-1.74391, -1.48876, 0.49741], [-3.35249, -1.59159, -0.15293], [-2.70164, 0.01793, 0.22821], [3.47831, 0.77557, -0.57427], [3.82808, 2.22438, -0.23400], [2.57437, 3.06628, 0.06377], [1.79507, 2.58968, 1.33303], [0.24986, 2.93241, 1.36660], [-0.53484, 2.08151, 2.40669], [-0.93059, 0.71373, 1.74811], [-0.83868, 0.95651, 0.22091], [-0.53402, 2.43972, 0.09297], [-0.01364, 4.45504, 1.69920], [0.72066, 4.94482, 3.01411], [0.52745, 6.45167, 3.14540], [3.37257, 0.21436, 0.35415], [4.17600, 0.14688, -1.12752], [2.59986, 0.65777, -1.20873], [4.39447, 2.56135, -1.10219], [4.47491, 2.29622, 0.64038], [2.02785, 3.15722, -0.87492], [2.92631, 4.07541, 0.27797], [2.29268, 2.92992, 2.24117], [1.76561, 1.50024, 1.35221], [-1.44808, 2.64274, 2.60448], [0.00408, 1.88227, 3.33295], [-1.82130, 0.25667, 2.17918], [-0.19589, -0.07013, 1.93223], [-1.73856, 0.80066, -0.37408], [-0.13572, 0.37565, -0.37620], [-1.52101, 2.89460, 0.17680], [-0.03645, 2.81995, -0.79919], [-1.09425, 4.58869, 1.74936], [0.40502, 4.96937, 0.83417], [1.79685, 4.77288, 2.99556], [0.17313, 4.51157, 3.85114], [-0.49802, 6.72136, 2.89285], [1.25772, 6.96267, 2.51795], [0.59709, 6.80790, 4.17318], [1.12209, -1.17312, 0.22457], [1.60556, -0.50478, 1.14619], [1.41475, -0.92370, -0.90425], [0.24276, -1.98136, 0.38916]], "atomic_forces_ev_per_a": [[0.907, -0.514, 8.001], [-0.644, 0.106, -0.540], [-0.914, 0.005, 0.789], [0.912, 0.920, 0.798], [-0.407, 2.539, 0.602], [-0.754, -1.591, 0.015], [0.944, -1.114, -0.032], [-1.784, 1.251, -1.268], [-0.351, -1.572, 1.118], [-0.100, -0.026, -1.691], [2.531, 0.650, 4.683], [0.790, -0.259, -0.212], [0.588, -0.715, 1.779], [0.150, 0.002, -0.398], [0.126, 0.217, 0.866], [0.079, -0.589, -0.121], [0.455, -0.255, -0.114], [-0.044, -0.481, 0.160], [0.408, 0.275, 0.174], [0.508, 0.318, 0.185], [-0.208, 0.397, -0.073], [-0.155, -0.097, 0.026], [-0.284, 0.186, -0.087], [0.289, -0.367, 0.026], [0.743, 0.334, 0.303], [-0.078, -0.074, -0.104], [0.347, -0.106, 0.097], [0.312, -0.108, -0.340], [-0.160, 0.222, 0.342], [0.104, -0.109, 0.164], [0.003, -3.906, 0.893], [-0.309, 0.299, -1.383], [-0.501, -1.757, 0.199], [-0.272, 0.108, -0.658], [-0.466, 0.402, -0.233], [0.169, 0.874, -1.306], [0.067, 0.004, 1.150], [1.551, -0.384, 1.200], [-0.592, -0.963, 0.475], [0.665, -1.134, 0.147], [1.552, 0.114, -1.293], [-1.142, 0.796, 0.283], [0.087, -2.795, -0.785], [0.367, 0.141, 0.163], [-0.397, -1.328, -0.100], [-0.449, 0.101, -0.047], [0.221, -0.152, -0.058], [0.060, -0.239, -0.100], [-0.133, 0.164, -0.016], [-0.476, 0.432, 0.446], [0.286, 0.297, -0.062], [0.351, -0.097, 0.849], [-0.283, 0.047, 0.264], [0.004, -0.428, 0.207], [-0.153, 0.321, -0.376], [-0.162, -0.286, 0.033], [-0.105, 0.538, -0.169], [-1.234, -1.014, -0.373], [-0.178, -0.301, -0.825], [-0.293, -0.321, -0.086], [-0.218, -0.198, 0.484], [0.452, -0.194, -0.264], [-0.064, -0.066, 0.219], [-0.277, 0.426, -0.061], [-0.008, -0.300, -0.049], [-0.119, 0.141, 0.509], [0.337, -0.329, 0.038], [0.910, -0.371, -0.368], [-2.020, -0.546, -0.803], [1.328, 0.068, 0.899], [0.720, -0.708, 1.385], [-1.824, -0.899, -2.091], [0.917, 2.150, 0.156], [-0.805, -0.198, 0.279], [0.068, 1.729, 0.593], [-2.723, 0.170, -2.181], [1.736, -0.617, -0.534], [-2.010, -1.200, -0.163], [0.184, 0.305, 0.260], [0.129, -0.073, -0.134], [-0.303, 0.054, 0.026], [-0.093, -0.530, 0.557], [0.069, 0.395, -0.270], [-0.037, -0.965, -0.693], [0.094, 0.697, -0.261], [0.169, -0.138, 0.012], [0.156, -0.068, -0.018], [-0.373, -0.108, -0.715], [1.332, 0.392, 0.141], [-0.197, 0.192, 0.038], [0.446, 0.270, 0.301], [0.053, -0.179, -0.230], [-0.852, -0.206, -0.007], [0.807, 0.437, -0.263], [0.290, -0.058, -0.073], [-0.387, -1.470, -3.823], [-1.049, 0.152, -0.613], [-0.355, 0.366, -0.176], [-0.288, -0.257, -0.264], [0.029, 0.355, -0.340], [-0.243, 0.014, 0.398], [-0.928, -1.415, 0.518], [0.445, -0.463, 0.536], [0.018, -0.823, -0.380], [0.356, 0.735, 0.431], [-1.154, -0.855, -1.612], [-0.637, -0.184, 0.908], [-0.321, -0.815, -0.553], [1.011, 0.251, -0.749], [0.407, 2.343, 0.359], [0.608, 1.284, 1.191], [1.855, -1.041, -0.002], [-1.528, 0.083, -0.930], [-0.337, 0.192, -0.069], [-0.446, 0.094, -0.450], [0.875, 0.694, -0.101], [0.029, 0.735, 0.794], [-0.165, 0.924, 0.224], [0.274, -0.220, -0.078], [-0.573, -0.246, 0.246], [-0.050, 0.243, -0.102], [-0.436, 0.184, -0.141], [0.211, 0.190, -0.090], [0.152, 0.120, 0.130], [-0.009, 0.698, -0.162], [-0.485, 0.686, -0.345], [-0.605, 0.954, -0.033], [0.872, 1.243, 0.545], [0.195, 1.545, 3.801], [0.192, 0.684, 0.043], [0.123, -0.074, 0.753], [0.144, 0.011, 0.039], [-0.184, 0.210, -0.004], [-0.229, -0.525, 0.092], [0.542, -0.530, 0.178], [0.061, 0.166, -0.426], [-0.305, 0.301, 0.038], [0.490, -0.179, 0.031], [-0.518, 1.441, -0.328], [-1.787, -0.791, -9.653], [4.285, -0.720, -2.726], [-0.980, 5.257, 2.589]], "total_charge": 3, "lumo_ev": -5.547, "energy_ha": -2153.4374, "molar_mass_g_mol": 715.23, "fmax_ev_per_a": 9.85, "spin_multiplicity": 1}

Record 2
{"formula": "C10H17NO3S", "method": "ωB97M-V/def2-TZVPD", "elements": ["C", "N", "S", "O", "O", "C", "C", "C", "C", "C", "C", "O", "C", "C", "C", "H", "H", "H", "H", "H", "H", "H", "H", "H", "H", "H", "H", "H", "H", "H", "H", "H"], "xyz": [[-3.69752, 0.54573, -1.36265], [-2.69874, 0.93596, -0.28547], [-1.81029, -0.30063, 0.39066], [-1.98589, -1.50998, -0.36068], [-1.94868, -0.34696, 1.81995], [-0.08938, 0.24671, 0.15101], [0.37645, 0.94911, -1.07923], [1.93851, 0.91664, -1.01265], [2.15469, 0.12645, 0.32281], [1.78588, 1.05816, 1.40719], [0.24569, 1.26101, 1.24035], [-0.41511, 2.02147, 1.87252], [0.98535, -0.87798, 0.27189], [0.74620, -1.74883, 1.57250], [1.10077, -1.82040, -0.97676], [-3.52185, 1.24354, -2.13301], [-3.29364, -0.42677, -1.62824], [-4.70535, 0.55830, -0.94474], [-2.94557, 1.52471, 0.47522], [0.12513, 1.94751, -0.96925], [0.02201, 0.47772, -1.92401], [2.23132, 0.66617, -2.05873], [2.45584, 1.84208, -0.79359], [3.20349, -0.41514, 0.41919], [2.30398, 2.03376, 1.26720], [2.11510, 0.78137, 2.36786], [0.51052, -2.67888, 1.29139], [-0.07300, -1.19821, 2.17488], [1.58962, -1.68356, 2.23368], [2.19981, -2.04913, -1.21601], [0.49659, -1.29381, -1.86168], [0.59806, -2.78615, -0.67160]], "atomic_forces_ev_per_a": [[1.522, 0.051, 2.267], [0.262, -1.724, -0.382], [1.305, 0.475, -0.249], [-0.287, -0.021, -0.397], [-0.838, 0.268, -0.288], [-1.000, -0.769, 0.667], [1.436, 1.008, 1.279], [-0.115, -0.240, -0.168], [2.131, -2.829, -1.732], [0.160, 2.610, -0.685], [2.329, -1.323, 0.956], [-0.696, 0.448, -0.264], [0.008, -1.209, 0.851], [-0.131, 5.910, 1.046], [-0.982, 0.436, -0.423], [-0.346, 0.704, -1.069], [-0.852, -0.201, -0.468], [0.091, -0.237, -0.395], [-0.624, 0.806, 0.459], [-1.207, 2.026, -0.722], [-0.853, -0.477, -1.980], [0.600, -0.828, 1.207], [-0.517, 0.749, -0.414], [-2.085, 1.191, -0.087], [-0.472, -0.300, 0.057], [-0.167, -0.764, 1.392], [-1.055, -3.495, -0.503], [1.133, -1.572, -0.867], [0.737, -0.449, 0.139], [-1.658, 0.527, 0.115], [1.708, -1.829, 1.604], [0.462, 1.060, -0.947]], "total_charge": 0, "lumo_ev": 0.682, "smiles": "CNS(=O)(=O)[C@@]12CC[C@@H](CC1=O)C2(C)C", "de_lowest_kj_mol": 374.1, "energy_ha": -1069.8149, "molar_mass_g_mol": 231.32, "fmax_ev_per_a": 6.00, "spin_multiplicity": 1}

Record 3
{"formula": "C5H4O3S", "method": "ωB97M-V/def2-TZVPD", "elements": ["C", "C", "C", "C", "C", "O", "O", "O", "S", "H", "H", "H", "H"], "xyz": [[-0.49314, -1.24937, -3.75201], [-0.60540, -0.62127, -2.73265], [-0.12750, 0.14726, 0.44931], [-0.76234, 0.69532, -0.55040], [-0.17027, 1.11601, 1.70971], [-1.43074, 3.34112, -0.95364], [-2.67715, 1.94608, 0.67755], [-0.37236, 2.40491, 1.12206], [-1.46975, 2.27304, 0.01315], [-0.43000, -1.93596, -4.60644], [0.08587, -0.82164, 0.61598], [-0.91976, 0.76670, 2.27451], [0.83713, 1.22881, 2.29270]], "atomic_forces_ev_per_a": [[-0.035, -0.803, -0.567], [-0.339, 1.517, 2.229], [-1.095, 2.994, 0.992], [0.567, -0.702, -1.540], [5.333, 0.383, -2.750], [0.444, -1.228, 1.429], [-0.779, -0.158, 0.059], [0.125, 0.715, 0.553], [-0.563, 0.796, -2.598], [-0.014, 0.873, 0.858], [1.231, -3.140, 0.080], [-2.946, -0.680, 2.443], [-1.929, -0.567, -1.189]], "total_charge": 0, "lumo_ev": [-2.623, -2.516], "de_lowest_kj_mol": 564.9, "energy_ha": -816.4911, "molar_mass_g_mol": 144.15, "fmax_ev_per_a": 6.01, "spin_multiplicity": 1}